Density functional theory data (wB97M-V/def2-TZVPD) for the ion C7H10NO2 with charge +1 at a distorted geometry.

Structure (XYZ):
```
20
Properties=species:S:1:pos:R:3:nbo_charge:R:1
C 3.108 0.283 0.170 -0.320
C 2.291 1.294 -0.211 0.222
O 0.915 1.210 -0.105 -0.471
C 0.363 0.004 0.191 0.663
C 1.250 -1.212 0.357 -0.327
C 2.572 -0.990 0.489 -0.089
N -0.796 -0.251 -0.896 -0.572
C -2.140 -0.065 -0.188 -0.227
C -1.873 0.967 0.846 -0.111
O -0.664 0.349 1.400 -0.536
H 4.127 0.377 0.132 0.251
H 2.518 2.219 -0.525 0.211
H 0.649 -2.087 0.466 0.235
H 3.158 -1.883 0.655 0.253
H -0.582 -1.267 -1.101 0.450
H -0.703 0.388 -1.675 0.444
H -2.413 -1.092 0.213 0.247
H -2.815 0.195 -1.043 0.234
H -1.581 1.923 0.634 0.211
H -2.515 0.871 1.616 0.233
```

Properties
ΔE to the lowest compared entry with this formula, charge and spin in kcal per mole: 50.9
Orbital gap in eV: 9.26
SMILES: C1=CO[C@]2(C=C1)[NH2+]CCO2
Charge: +1